288
Properties=species:S:1:pos:R:3:lowdin_charge:R:1 method="wB97M-V/def2-TZVPD" molar_mass_g_mol=1971.1 e_homo_ev=-8.751 lumo_ev=-1.67 homo_lumo_gap_ev=7.1 charge=+1
C 5.70 -6.28 0.18 -0.059
O 5.01 -5.75 -1.00 -0.212
C 3.74 -5.18 -0.62 -0.159
C 3.09 -4.50 -1.94 -0.022
N 3.04 -5.55 -3.07 0.080
H 2.75 -6.46 -2.61 0.171
H 2.30 -5.27 -3.72 0.122
C 4.30 -5.66 -3.86 -0.096
C 4.10 -6.60 -4.99 -0.194
O 3.73 -7.89 -4.46 -0.188
C 3.69 -8.86 -5.49 -0.101
H 5.66 -5.61 1.04 0.083
H 6.72 -6.49 -0.12 0.085
H 5.34 -7.30 0.47 0.096
H 3.86 -4.42 0.15 0.099
H 3.07 -5.93 -0.22 0.102
H 3.74 -3.72 -2.27 0.115
H 2.12 -4.06 -1.79 0.105
H 5.07 -5.94 -3.17 0.120
H 4.50 -4.66 -4.20 0.136
H 4.99 -6.66 -5.58 0.120
H 3.28 -6.37 -5.69 0.118
H 2.82 -8.66 -6.13 0.090
H 3.59 -9.85 -5.07 0.085
H 4.66 -8.90 -6.05 0.109
C -2.41 6.67 -4.29 -0.018
O -1.96 6.12 -2.93 -0.213
C -1.72 4.71 -3.07 -0.243
C -0.64 4.32 -2.14 -0.225
N 0.65 4.86 -2.50 -0.050
H 0.48 5.75 -2.99 0.133
H 1.35 5.14 -1.10 0.068
C 1.26 4.03 -3.60 -0.140
C 2.58 4.58 -4.03 -0.304
O 2.54 5.86 -4.44 -0.174
C 3.70 6.22 -5.19 -0.066
H -3.46 6.32 -4.42 0.095
H -1.70 6.37 -5.08 0.088
H -2.45 7.73 -4.15 0.067
H -1.48 4.35 -4.13 0.137
H -2.63 4.19 -2.78 0.096
H -0.57 3.21 -2.02 0.134
H -0.89 4.63 -1.11 0.097
H 0.61 3.99 -4.44 0.105
H 1.50 3.06 -3.11 0.129
H 2.93 3.91 -4.82 0.129
H 3.24 4.47 -3.17 0.109
H 4.51 6.17 -4.53 0.076
H 3.46 7.13 -5.85 0.126
H 3.83 5.44 -5.91 0.070
C 11.06 1.60 3.38 -0.105
O 10.27 0.46 3.11 -0.181
C 9.79 -0.18 4.29 -0.248
C 8.93 -1.33 3.99 -0.228
N 7.88 -0.86 3.17 -0.068
H 7.30 0.80 3.62 0.068
H 8.15 -0.66 2.22 0.124
C 6.76 -1.78 3.01 -0.175
C 5.84 -1.21 1.96 -0.245
O 6.60 -0.96 0.80 -0.193
C 6.29 0.39 0.35 -0.063
H 10.44 2.52 3.44 0.095
H 11.71 1.67 2.49 0.091
H 11.74 1.60 4.23 0.083
H 9.22 0.59 4.80 0.105
H 10.64 -0.53 4.93 0.143
H 8.65 -1.71 4.98 0.136
H 9.58 -2.08 3.48 0.144
H 6.35 -2.09 3.98 0.122
H 7.09 -2.76 2.57 0.126
H 5.45 -0.27 2.34 0.092
H 4.95 -1.81 1.64 0.127
H 6.67 0.45 -0.67 0.084
H 6.66 1.17 1.05 0.094
H 5.16 0.49 0.37 0.092
C -1.74 0.34 4.25 -0.062
O -0.87 0.39 3.12 -0.196
C -0.59 1.65 2.60 -0.234
C -0.01 1.54 1.24 -0.069
N -0.72 0.47 0.40 0.078
H -0.94 -0.22 1.12 0.126
H -1.61 0.88 0.02 0.119
C -0.01 -0.21 -0.73 -0.052
C 1.23 -0.93 -0.19 -0.223
O 0.79 -1.56 0.93 -0.193
C 1.75 -2.32 1.65 -0.067
H -1.69 -0.70 4.58 0.100
H -2.72 0.73 3.94 0.070
H -1.35 0.92 5.11 0.085
H 0.15 2.20 3.19 0.096
H -1.55 2.20 2.63 0.131
H 1.00 1.13 1.31 0.108
H 0.06 2.49 0.64 0.149
H 0.18 0.54 -1.49 0.113
H -0.78 -0.91 -1.13 0.117
H 2.06 -0.22 0.03 0.120
H 1.58 -1.68 -0.93 0.135
H 2.49 -1.82 2.31 0.076
H 2.29 -2.95 0.92 0.074
H 1.25 -2.94 2.42 0.104
C -5.25 -6.24 -3.62 -0.026
O -3.78 -6.13 -3.59 -0.213
C -3.11 -5.94 -4.81 -0.220
C -1.58 -5.93 -4.64 -0.135
N -1.10 -5.15 -3.46 -0.046
H -1.73 -5.36 -2.68 0.111
H -0.02 -6.00 -2.66 0.063
C -0.99 -3.72 -3.62 -0.164
C -0.16 -3.44 -4.84 -0.205
O 1.09 -4.12 -4.80 -0.218
C 1.76 -4.11 -6.06 -0.079
H -5.61 -6.55 -2.62 0.101
H -5.50 -6.94 -4.43 0.092
H -5.63 -5.29 -3.88 0.047
H -3.39 -4.93 -5.26 0.114
H -3.35 -6.72 -5.57 0.134
H -1.07 -5.68 -5.55 0.110
H -1.19 -6.91 -4.51 0.098
H -0.47 -3.32 -2.80 0.099
H -1.90 -3.11 -3.66 0.113
H 0.13 -2.43 -4.73 0.076
H -0.77 -3.70 -5.73 0.136
H 2.86 -4.08 -5.97 0.089
H 1.53 -3.26 -6.67 0.089
H 1.44 -5.05 -6.49 0.082
C -5.19 1.20 2.80 -0.078
O -4.73 1.98 3.91 -0.248
C -5.78 2.47 4.82 -0.159
C -6.38 1.52 5.86 -0.150
N -5.26 0.83 6.62 -0.051
H -4.55 2.54 7.49 0.044
H -5.64 0.46 7.54 0.134
C -4.68 -0.37 5.94 -0.185
C -5.60 -1.50 5.62 -0.286
O -5.85 -1.57 4.31 -0.208
C -6.81 -2.51 3.98 -0.100
H -4.31 1.36 2.10 0.103
H -6.02 1.74 2.35 0.083
H -5.38 0.16 3.06 0.072
H -6.55 2.85 4.14 0.119
H -5.34 3.25 5.44 0.111
H -7.02 0.81 5.34 0.106
H -6.90 2.05 6.59 0.099
H -3.95 -0.82 6.58 0.104
H -4.16 -0.03 5.04 0.082
H -6.54 -1.20 6.18 0.137
H -5.19 -2.42 6.06 0.134
H -6.46 -3.52 3.75 0.089
H -7.34 -2.10 3.05 0.121
H -7.52 -2.52 4.82 0.085
C -7.26 1.10 -2.45 -0.064
O -7.01 -0.12 -3.18 -0.173
C -6.98 -1.26 -2.38 -0.252
C -5.83 -1.53 -1.42 -0.161
N -4.57 -1.61 -2.19 -0.047
H -4.34 -2.46 -3.89 0.000
H -4.65 -0.94 -2.97 0.087
C -3.41 -1.26 -1.43 -0.192
C -3.11 -2.41 -0.40 -0.195
O -3.46 -1.88 0.86 -0.192
C -2.75 -2.45 1.95 -0.079
H -8.03 0.94 -1.73 0.069
H -7.60 1.88 -3.18 0.107
H -6.43 1.43 -1.88 0.060
H -6.93 -2.07 -3.11 0.104
H -7.91 -1.40 -1.84 0.122
H -6.03 -2.54 -1.03 0.123
H -5.92 -0.79 -0.61 0.120
H -3.38 -0.32 -0.95 0.072
H -2.53 -1.26 -2.07 0.096
H -2.04 -2.62 -0.45 0.080
H -3.64 -3.33 -0.65 0.132
H -3.32 -3.23 2.48 0.085
H -2.65 -1.69 2.76 0.073
H -1.77 -2.87 1.58 0.087
C -4.96 5.55 0.80 -0.069
C -3.98 6.47 0.11 -0.144
N -3.04 7.03 1.11 -0.015
C -3.35 7.47 2.41 -0.015
C -2.18 7.68 3.09 -0.006
N -1.14 7.34 2.21 -0.081
C -1.65 7.03 0.98 0.049
C 0.34 7.40 2.50 0.055
H -5.61 6.04 1.52 0.074
H -4.37 4.77 1.28 0.075
H -5.55 5.11 0.03 0.062
H -4.41 7.26 -0.36 0.093
H -3.41 5.85 -0.62 0.113
H -4.30 7.61 2.84 0.119
H -2.07 8.08 4.11 0.142
H -1.06 6.57 0.14 0.173
H 0.48 7.61 3.54 0.090
H 0.68 8.16 1.77 0.117
H 0.76 6.39 2.44 0.073
N -3.16 2.78 -0.64 -0.555
O -2.78 1.69 -1.18 -0.076
O -4.11 3.38 -1.18 -0.022
O -2.60 3.21 0.36 -0.026
C 2.40 5.38 0.70 -0.403
O 2.99 6.64 0.62 -0.089
O 1.32 5.28 -0.08 -0.018
C 3.45 4.20 0.54 -0.532
F 3.04 3.08 1.09 0.169
F 3.77 3.98 -0.79 0.096
F 4.58 4.62 1.09 0.176
C 3.27 7.21 -0.70 -0.208
C 3.78 8.54 -0.33 -0.079
H 4.02 9.17 -1.18 0.085
H 3.07 9.00 0.36 0.077
H 4.72 8.51 0.26 0.092
H 2.31 7.38 -1.18 0.116
H 3.86 6.51 -1.30 0.124
H 2.02 5.22 1.71 0.134
C -0.33 -6.88 -1.02 -0.383
O -1.60 -7.01 -1.45 -0.085
O 0.54 -6.61 -2.06 0.002
C -0.32 -5.84 0.14 -0.604
F -1.13 -6.19 1.12 0.191
F 0.89 -5.90 0.57 0.171
F -0.50 -4.54 -0.13 0.142
C -2.00 -8.33 -1.79 -0.213
C -2.20 -9.14 -0.53 -0.052
H -2.56 -10.12 -0.76 0.069
H -1.32 -9.29 0.14 0.084
H -2.90 -8.61 0.12 0.089
H -1.29 -8.75 -2.50 0.132
H -2.91 -8.16 -2.30 0.103
H 0.03 -7.77 -0.56 0.148
C 6.14 2.02 4.60 -0.332
O 4.79 2.13 4.19 -0.051
O 7.03 1.78 3.54 -0.015
C 6.76 3.13 5.46 -0.517
F 6.71 4.39 5.03 0.174
F 6.10 3.09 6.65 0.121
F 8.06 2.74 5.65 0.118
C 3.84 1.36 5.00 -0.227
C 2.57 1.21 4.18 -0.067
H 2.81 0.41 3.42 0.078
H 1.77 0.78 4.83 0.093
H 2.14 2.08 3.66 0.063
H 3.61 1.87 5.93 0.114
H 4.26 0.40 5.25 0.113
H 6.34 1.15 5.27 0.164
C 2.28 -0.29 -4.13 -0.519
O 2.28 0.62 -2.93 -0.188
O 2.54 -1.56 -4.00 -0.124
C 0.93 0.07 -4.71 -0.487
F 0.74 1.36 -5.17 0.098
F 0.65 -0.71 -5.80 0.100
F -0.03 -0.28 -3.78 0.079
C 3.46 0.71 -2.05 -0.223
C 4.62 1.35 -2.87 -0.050
H 5.46 1.63 -2.26 0.048
H 5.08 0.71 -3.56 0.052
H 4.12 2.18 -3.39 0.072
H 3.65 -0.21 -1.62 0.068
H 3.13 1.45 -1.31 0.091
H 3.07 0.33 -4.80 0.164
C -3.11 3.21 8.84 -0.246
O -2.11 3.75 7.99 -0.063
O -4.39 3.12 8.26 0.005
C -2.65 1.71 9.37 -0.523
F -1.31 1.57 9.44 0.124
F -3.10 1.56 10.64 0.133
F -3.04 0.70 8.59 0.146
C -1.71 2.85 6.98 -0.269
C -0.87 3.77 6.03 -0.034
H -0.10 4.20 6.71 0.091
H -0.46 3.32 5.11 0.048
H -1.56 4.57 5.68 0.078
H -2.58 2.49 6.47 0.096
H -1.19 1.97 7.27 0.095
H -3.28 3.76 9.78 0.169
C -4.51 -2.07 -5.70 -0.277
O -4.79 -0.78 -5.22 -0.071
O -3.98 -2.83 -4.63 0.024
C -5.78 -2.91 -6.08 -0.461
F -6.40 -2.52 -7.25 0.111
F -5.41 -4.20 -6.36 0.109
F -6.69 -2.85 -5.09 0.147
C -3.73 0.17 -5.59 -0.157
C -3.91 1.42 -4.65 -0.020
H -3.02 2.06 -4.73 0.074
H -4.79 1.89 -4.96 0.059
H -4.00 1.06 -3.60 0.067
H -3.81 0.52 -6.60 0.112
H -2.84 -0.40 -5.49 0.102
H -3.90 -2.19 -6.50 0.136